Molecular formula: N2O2
Method: DFT, wB97M-V/def2-TZVPD

```
4
Properties=species:S:1:pos:R:3:nbo_charge:R:1
N -0.434 1.253 -0.101 0.167
N 0.965 -0.677 -0.709 0.165
O -0.922 0.519 0.622 -0.164
O 0.391 -1.095 0.188 -0.168
```

Properties
- LUMO (spin up / spin down) (hartree) = -0.01162 / -0.01186
- 2S+1 = 1
- gap between HOMO and LUMO (spin up / spin down) (eV) = 7.3 / 7.3
- HOMO energy (spin up / spin down) (eV) = -7.593 / -7.586
- F_max (Eh/bohr) = 0.039
- energy above the lowest of the compared OMol25 structures with the same formula, charge and spin (kcal/mol) = 29.3


Molecular formula: N2O3
Method: DFT, wB97M-V/def2-TZVPD

```
5
Properties=species:S:1:pos:R:3:nbo_charge:R:1
O 1.683 -0.491 -0.148 -0.153
N 0.965 0.355 0.283 0.262
N -0.580 0.086 0.003 0.526
O -1.187 1.115 0.131 -0.305
O -0.881 -1.065 -0.269 -0.330
```

Properties
- LUMO (hartree) = -0.07660
- 2S+1 = 1
- gap between HOMO and LUMO (eV) = 8.7
- HOMO energy (eV) = -10.813
- F_max (Eh/bohr) = 0.080
- energy above the lowest of the compared OMol25 structures with the same formula, charge and spin (kcal/mol) = 2.8


Molecular formula: N2O3S
Method: DFT, wB97M-V/def2-TZVPD

```
6
Properties=species:S:1:pos:R:3:nbo_charge:R:1
N 1.852 0.234 -0.024 0.453
N 0.766 0.512 0.239 -0.166
O 2.966 0.008 -0.031 -0.284
O -1.313 -1.336 -0.157 -0.864
O -2.478 0.712 -0.438 -0.854
S -1.794 -0.130 0.411 1.714
```

Properties
- LUMO (hartree) = -0.01605
- 2S+1 = 1
- gap between HOMO and LUMO (eV) = 11.2
- HOMO energy (eV) = -11.656
- F_max (Eh/bohr) = 0.143
- energy above the lowest of the compared OMol25 structures with the same formula, charge and spin (kcal/mol) = 50.2


Molecular formula: N3O5S
Method: DFT, wB97M-V/def2-TZVPD

```
9
Properties=species:S:1:pos:R:3:nbo_charge:R:1
N -0.908 -0.274 -1.616 -0.081
N -0.788 -1.096 0.413 -0.062
N -0.371 0.691 -1.711 0.456
O 0.218 1.127 0.873 -1.008
O 1.689 -0.659 -0.133 -1.016
O 0.045 1.721 -2.038 -0.349
O -1.650 -0.620 1.074 -0.293
O 1.050 -0.681 2.246 -0.999
S 0.715 -0.209 0.892 2.352
```

Properties
- LUMO (hartree) = 0.13128
- 2S+1 = 1
- total charge = -1
- gap between HOMO and LUMO (eV) = 8.2
- HOMO energy (eV) = -4.623
- F_max (Eh/bohr) = 0.072
- energy above the lowest of the compared OMol25 structures with the same formula, charge and spin (kcal/mol) = 5.4


Molecular formula: N5O15Tl
Method: DFT, wB97M-V/def2-TZVPD

```
21
Properties=species:S:1:pos:R:3:nbo_charge:R:1
Tl -2.730 0.497 -0.990 0.999
N -0.626 6.239 2.218 0.711
O -0.803 5.056 2.018 -0.453
O -1.467 6.885 2.905 -0.488
O 0.123 6.947 1.604 -0.419
N 1.088 -1.247 4.310 0.726
O 1.717 -0.277 4.435 -0.372
O 0.422 -1.511 3.343 -0.420
O 1.072 -1.953 5.284 -0.412
N -5.174 -5.952 0.832 0.712
O -4.559 -6.972 0.636 -0.464
O -4.635 -4.900 0.393 -0.524
O -5.997 -5.874 1.683 -0.460
N 2.399 3.882 -4.546 0.716
O 1.407 3.283 -4.175 -0.448
O 3.257 3.412 -5.300 -0.449
O 2.645 4.917 -4.017 -0.405
N 2.919 -3.122 -2.699 0.702
O 3.831 -2.961 -3.527 -0.426
O 2.339 -2.132 -2.210 -0.421
O 2.771 -4.218 -2.198 -0.404
```

Properties
- LUMO (hartree) = -0.09762
- 2S+1 = 1
- total charge = -2
- gap between HOMO and LUMO (eV) = 1.4
- HOMO energy (eV) = -4.019
- F_max (Eh/bohr) = 0.132
- energy above the lowest of the compared OMol25 structures with the same formula, charge and spin (kcal/mol) = 91.0


Molecular formula: NO2
Method: DFT, wB97M-V/def2-TZVPD

```
3
Properties=species:S:1:pos:R:3:nbo_charge:R:1
N -0.477 -0.522 -0.004 0.748
O 1.607 0.192 0.002 0.059
O -1.131 0.330 0.002 0.193
```

Properties
- LUMO (spin up / spin down) (hartree) = -0.38951 / -0.37464
- 2S+1 = 1
- total charge = +1
- gap between HOMO and LUMO (spin up / spin down) (eV) = 8.7 / 9.1
- HOMO energy (spin up / spin down) (eV) = -19.279 / -19.249
- F_max (Eh/bohr) = 0.050
- energy above the lowest of the compared OMol25 structures with the same formula, charge and spin (kcal/mol) = 88.4


Repeat the fifth record exactly.
Molecular formula: N5O15Tl
Method: DFT, wB97M-V/def2-TZVPD

```
21
Properties=species:S:1:pos:R:3:nbo_charge:R:1
Tl -2.730 0.497 -0.990 0.999
N -0.626 6.239 2.218 0.711
O -0.803 5.056 2.018 -0.453
O -1.467 6.885 2.905 -0.488
O 0.123 6.947 1.604 -0.419
N 1.088 -1.247 4.310 0.726
O 1.717 -0.277 4.435 -0.372
O 0.422 -1.511 3.343 -0.420
O 1.072 -1.953 5.284 -0.412
N -5.174 -5.952 0.832 0.712
O -4.559 -6.972 0.636 -0.464
O -4.635 -4.900 0.393 -0.524
O -5.997 -5.874 1.683 -0.460
N 2.399 3.882 -4.546 0.716
O 1.407 3.283 -4.175 -0.448
O 3.257 3.412 -5.300 -0.449
O 2.645 4.917 -4.017 -0.405
N 2.919 -3.122 -2.699 0.702
O 3.831 -2.961 -3.527 -0.426
O 2.339 -2.132 -2.210 -0.421
O 2.771 -4.218 -2.198 -0.404
```

Properties
- LUMO (hartree) = -0.09762
- 2S+1 = 1
- total charge = -2
- gap between HOMO and LUMO (eV) = 1.4
- HOMO energy (eV) = -4.019
- F_max (Eh/bohr) = 0.132
- energy above the lowest of the compared OMol25 structures with the same formula, charge and spin (kcal/mol) = 91.0


What did the second record say?
Molecular formula: N2O3
Method: DFT, wB97M-V/def2-TZVPD

```
5
Properties=species:S:1:pos:R:3:nbo_charge:R:1
O 1.683 -0.491 -0.148 -0.153
N 0.965 0.355 0.283 0.262
N -0.580 0.086 0.003 0.526
O -1.187 1.115 0.131 -0.305
O -0.881 -1.065 -0.269 -0.330
```

Properties
- LUMO (hartree) = -0.07660
- 2S+1 = 1
- gap between HOMO and LUMO (eV) = 8.7
- HOMO energy (eV) = -10.813
- F_max (Eh/bohr) = 0.080
- energy above the lowest of the compared OMol25 structures with the same formula, charge and spin (kcal/mol) = 2.8


What did the fourth record say?
Molecular formula: N3O5S
Method: DFT, wB97M-V/def2-TZVPD

```
9
Properties=species:S:1:pos:R:3:nbo_charge:R:1
N -0.908 -0.274 -1.616 -0.081
N -0.788 -1.096 0.413 -0.062
N -0.371 0.691 -1.711 0.456
O 0.218 1.127 0.873 -1.008
O 1.689 -0.659 -0.133 -1.016
O 0.045 1.721 -2.038 -0.349
O -1.650 -0.620 1.074 -0.293
O 1.050 -0.681 2.246 -0.999
S 0.715 -0.209 0.892 2.352
```

Properties
- LUMO (hartree) = 0.13128
- 2S+1 = 1
- total charge = -1
- gap between HOMO and LUMO (eV) = 8.2
- HOMO energy (eV) = -4.623
- F_max (Eh/bohr) = 0.072
- energy above the lowest of the compared OMol25 structures with the same formula, charge and spin (kcal/mol) = 5.4


Q: Which of these has the highest energy above the lowest of the compared OMol25 structures with the same formula, charge and spin?
A: N5O15Tl